No. 1
Entry from the OMol25 dataset: an isolated ion of composition C9H12NO3P and charge -2 (ωB97M-V with the def2-TZVPD basis set).

Last column: Mulliken charge in e.
Positions of all 26 atoms, in Å:
C: -0.19258 -2.34317 -0.58379  -1.4440
C: -0.16992 -1.00362 -1.43390  0.0500
C: 1.22551 -0.90682 -2.21989  -1.3342
N: -0.47319 0.19189 -0.76501  0.0989
C: -0.02783 0.46460 0.48282  1.1622
C: 1.10130 -0.05978 1.01479  -0.6234
C: 1.49192 0.44517 2.30478  -0.7074
C: 0.78040 1.29923 3.08920  -0.5768
C: -0.41672 1.87445 2.50510  -0.4873
C: -0.66742 1.55598 1.19254  -0.4879
P: -1.99265 1.02066 -1.49746  0.5290
O: -3.11298 0.57791 -0.61250  -0.7665
O: -2.00095 0.43816 -2.90862  -0.8723
O: -1.69514 2.46344 -1.40537  -0.7577
H: 0.56730 -2.38111 0.30787  0.2465
H: -0.98319 -2.26000 0.12064  0.4587
H: -0.24645 -3.20922 -1.15357  0.4101
H: -0.87198 -1.10762 -2.30512  0.5713
H: 1.81804 -0.02542 -2.14735  0.4006
H: 1.06520 -0.98789 -3.28588  0.3524
H: 2.00151 -1.61577 -1.78544  0.2534
H: 1.54327 -0.92375 0.60968  0.3618
H: 2.40139 0.14288 2.74098  0.3460
H: 1.35414 1.74260 3.93295  0.2258
H: -0.94185 2.65930 3.14462  0.2583
H: -1.55713 1.94790 0.65794  0.3324

Cartesian forces (eV/Å) of the 3 atoms listed first:
C 1.4 3.1 2.7
C 2.2 -1.9 -1.5
C 0.6 -1.3 1.2

ΔE to the lowest compared entry with this formula, charge and spin ... 0.00 kcal/mol
Charge ... -2
SMILES ... CC(C)N(c1ccccc1)P(=O)([O-])[O-]
LUMO ... 5.863 eV


No. 2
Entry from the OMol25 dataset: a 2-piece molecular cluster, C9H12NO3S overall (ωB97M-V with the def2-TZVPD basis set).

Last column: Mulliken charge in e.
Positions of all 26 atoms, in Å:
C: 0.11691 0.49346 -0.10470  -0.1953
C: 0.29579 0.83052 -1.42368  0.9800
C: 0.46843 -0.79060 0.15817  1.3373
C: 0.65202 -0.20452 -2.18625  -0.8447
C: 3.33052 0.85574 0.83228  0.6945
C: -0.46465 1.34658 0.96153  -1.5722
C: 0.18564 2.23409 -1.73048  -1.7255
C: 0.21877 -1.56355 1.37242  -1.3947
C: 4.39361 -1.51739 -0.38574  -0.4878
N: 3.37207 0.48742 -0.63259  -0.4065
O: 2.97817 1.98709 1.08233  -0.7015
O: 3.58873 -0.16675 1.54703  -0.7483
O: 3.53496 -0.79293 -0.97832  -0.0734
S: 0.88551 -1.61712 -1.32422  -0.3963
H: 0.43242 1.81886 1.49908  0.2327
H: -0.94018 2.15919 0.44070  0.3600
H: -1.02721 0.71122 1.60209  0.4867
H: 0.35097 2.48592 -2.78026  0.4062
H: -0.77279 2.65667 -1.66550  0.4807
H: 0.84006 2.86896 -1.16175  0.3284
H: 1.15243 -1.76197 1.82619  0.3024
H: -0.34189 -1.01713 2.07830  0.3902
H: -0.36119 -2.52318 1.26389  0.2757
H: 4.37938 -2.45905 -0.78574  0.3520
H: 5.05521 -1.31824 0.33958  0.3942
H: 0.57841 -0.15208 -3.24274  0.5253

Cartesian forces (eV/Å) of the 3 atoms listed first:
C 0.2 -1.8 2.3
C -0.1 0.8 0.1
C -0.9 -0.9 -1.5

ΔE to the lowest compared entry with this formula, charge and spin ... 95.46 kcal/mol
Charge ... -1
LUMO (spin up / spin down) ... 3.087 / 3.092 eV


No. 3
Entry from the OMol25 dataset: one molecule with the formula C9H12O2 (ωB97M-V with the def2-TZVPD basis set).

Last column: Mulliken charge in e.
Positions of all 23 atoms, in Å:
C: -2.20178 -0.68971 -1.45561  -1.3077
C: -0.73537 -0.94559 -1.74863  0.4253
C: 0.07192 0.23331 -2.21440  -0.6716
O: -0.13602 1.35344 -1.46740  -0.6134
O: -0.14266 -1.46063 -0.55837  -0.4947
C: 0.37463 -0.64228 0.44588  -0.4905
C: 1.61322 -0.12037 0.51787  0.0550
C: 1.84695 0.82016 1.53040  -0.2615
C: 0.81639 1.28541 2.42289  -0.7099
C: -0.34717 0.54904 2.39818  -0.7039
C: -0.49523 -0.40543 1.40542  0.4794
H: -2.53863 -1.43552 -0.69817  0.2908
H: -2.20068 0.35027 -1.15742  0.3149
H: -2.96541 -0.85600 -2.22936  0.3910
H: -0.57573 -1.73239 -2.46901  0.3537
H: 1.21694 0.01683 -2.20872  0.2139
H: -0.18914 0.34198 -3.23510  0.4991
H: 0.10576 1.13555 -0.60376  0.4298
H: 2.32695 -0.39915 -0.27428  0.3342
H: 2.86209 1.13742 1.61147  0.3815
H: 1.06486 1.95745 3.20842  0.4350
H: -1.10353 0.82522 3.08674  0.4151
H: -1.43538 -0.99132 1.36338  0.2346

Cartesian forces (eV/Å) of the 3 atoms listed first:
C -0.5 -0.6 0.1
C 0.5 -0.6 0.3
C 2.1 -1.4 -0.4

ΔE to the lowest compared entry with this formula, charge and spin ... 43.12 kcal/mol
SMILES ... C[C@@H](CO)Oc1ccccc1
LUMO ... 0.896 eV


No. 4
Entry from the OMol25 dataset: a 2-piece molecular cluster, C9H12OS2 overall (ωB97M-V with the def2-TZVPD basis set).

Last column: Mulliken charge in e.
Positions of all 24 atoms, in Å:
O: 0.39506 2.61775 -0.67489  -0.5329
C: 0.28486 1.45908 0.05180  0.6637
C: 1.09717 0.39021 -0.32807  -0.3505
C: 1.02845 -0.81117 0.37308  -0.3293
C: 0.15443 -0.95499 1.45191  -0.5534
C: -0.65423 0.11688 1.82605  -0.4670
C: -0.59171 1.32376 1.12918  -0.4421
H: -0.23196 3.28202 -0.29840  0.3204
H: 1.77964 0.51826 -1.17863  0.3704
H: 1.67025 -1.64869 0.06932  0.3326
H: 0.10393 -1.90418 2.00152  0.3512
H: -1.34654 0.01844 2.67258  0.3444
H: -1.22942 2.16715 1.42519  0.2520
C: 2.73930 1.77474 3.20663  -0.1149
C: 1.92270 2.91180 3.79695  -0.5258
S: 1.78289 4.22869 2.54883  -0.1674
C: 3.22353 3.72266 1.54269  -0.4814
S: 4.20294 2.50962 2.44785  -0.1423
H: 3.07526 1.05855 3.98100  0.3880
H: 2.15665 1.20860 2.45467  -0.2001
H: 2.40235 3.30652 4.71323  0.3502
H: 0.89936 2.58657 4.06613  0.3122
H: 2.87601 3.31500 0.57393  0.2330
H: 3.86051 4.60236 1.32859  0.3889

Cartesian forces (eV/Å) of the 3 atoms listed first:
O -0.8 0.5 0.7
C 0.1 -0.1 0.0
C 0.2 0.0 -0.1

ΔE to the lowest compared entry with this formula, charge and spin ... 3.10 kcal/mol
SMILES ... Oc1ccccc1.C1CSCS1
LUMO ... 0.660 eV


No. 5
Entry from the OMol25 dataset: a 5-piece molecular cluster, C9H13Cl8N overall (ωB97M-V with the def2-TZVPD basis set).

Last column: Mulliken charge in e.
Positions of all 31 atoms, in Å:
N: 14.32427 -16.27635 -3.64640  -0.3005
C: 14.17990 -17.38947 -2.91758  -0.4991
C: 14.95568 -17.73351 -1.81478  -0.5365
C: 15.96214 -16.83787 -1.41501  -0.6262
C: 16.24695 -15.76271 -2.34793  -0.5155
C: 15.36767 -15.48618 -3.36438  -0.5764
H: 13.43685 -18.11158 -3.22226  0.4286
H: 14.83179 -18.71546 -1.38255  0.5995
H: 16.74848 -16.98038 -0.68853  0.3932
H: 17.15025 -15.20715 -2.14347  0.3736
H: 15.38429 -14.62465 -4.01544  0.3437
C: 16.32894 -18.61448 -5.43713  0.0393
Cl: 17.70898 -18.95023 -6.53528  -0.2228
Cl: 15.15719 -19.84657 -5.64366  -0.1608
H: 16.69716 -18.68711 -4.41378  0.1629
H: 15.92782 -17.62379 -5.65096  0.1188
C: 12.32635 -16.01581 -6.39227  0.0492
Cl: 11.60803 -14.63413 -7.11839  -0.1864
Cl: 11.35211 -17.44517 -6.96141  -0.2091
H: 13.36939 -16.10141 -6.69696  0.1785
H: 12.34040 -15.93229 -5.30556  0.1534
C: 15.58897 -17.61842 2.37423  0.3355
Cl: 16.31893 -19.02551 3.00885  -0.1639
Cl: 16.64930 -16.19577 2.31278  -0.1758
H: 15.35264 -17.98322 1.37465  -0.3112
H: 14.61333 -17.42548 2.82032  0.3012
C: 13.08097 -21.05115 0.86575  -0.3365
Cl: 13.18018 -19.41634 0.29975  -0.0670
Cl: 14.65658 -21.59267 1.61861  -0.1684
H: 12.26572 -21.13778 1.58404  0.3156
H: 12.92151 -21.74231 0.03812  0.2632

Cartesian forces (eV/Å) of the 3 atoms listed first:
N -1.9 0.0 -1.3
C 0.7 -1.4 1.4
C -0.4 0.0 -1.0

Charge ... -1
2S+1 ... 2
LUMO (spin up / spin down) ... 2.511 / 2.476 eV


No. 6
Entry from the OMol25 dataset: one molecule with the formula C9H13ClN2 (ωB97M-V with the def2-TZVPD basis set).

Last column: Mulliken charge in e.
Positions of all 25 atoms, in Å:
C: -2.21748 -0.66606 1.46262  -0.9635
N: -2.13503 -0.14344 0.11427  0.4299
N: -3.42478 0.21626 -0.32477  -0.8340
C: -1.31611 -0.81205 -0.88582  -1.1167
C: 0.10479 -1.25800 -0.43440  -1.0059
C: 1.09934 -0.17428 -0.17656  0.2956
C: 0.82081 1.16514 -0.19144  0.2456
C: 1.75536 2.16720 -0.04594  -1.0650
C: 3.10113 1.82547 0.14680  -0.2057
C: 3.45068 0.45330 0.17777  -0.8408
C: 2.43061 -0.49025 -0.00453  0.5319
Cl: 3.01612 -2.13951 0.03864  -0.2408
H: -2.84341 0.09391 1.96713  0.3176
H: -1.20781 -0.72415 1.88485  0.3077
H: -2.67818 -1.65879 1.51541  0.2914
H: -3.79353 -0.50698 -0.93542  0.2512
H: -3.38625 1.09443 -0.83827  0.2240
H: -1.86465 -1.72546 -1.22768  0.5456
H: -1.09700 -0.17026 -1.74448  0.3673
H: 0.46222 -1.96908 -1.19923  0.4792
H: 0.08899 -1.95587 0.42684  0.4826
H: -0.20988 1.49484 -0.27563  0.3870
H: 1.47597 3.21704 -0.06212  0.3721
H: 3.89769 2.55995 0.30314  0.3558
H: 4.47044 0.10666 0.30883  0.3878

Cartesian forces (eV/Å) of the 3 atoms listed first:
C 0.1 0.5 -0.3
N 0.7 0.9 -0.2
N 0.1 0.0 -0.3

ΔE to the lowest compared entry with this formula, charge and spin ... 0.00 kcal/mol
SMILES ... CN(N)CCc1ccccc1Cl
LUMO ... 0.861 eV